{
  "formula": "C6H10O",
  "method": "ωB97M-V/def2-TZVPD",
  "de_lowest_ev": 3.589,
  "homo_ev": [-6.942, -7.317],
  "total_energy_ha": -309.71049,
  "lumo_energy_ha": [0.019, 0.029],
  "elements": ["C", "C", "C", "C", "C", "C", "O", "H", "H", "H", "H", "H", "H", "H", "H", "H", "H"],
  "positions_angstrom": [[1.910498, 0.383805, -0.851701], [0.617315, 0.955333, -0.408872], [-0.416848, -1.494382, 1.059733], [-1.124913, -0.924052, -0.172460], [-0.809017, 0.555722, -0.372017], [-0.861548, 1.542472, 0.810948], [0.504752, 1.879184, 0.496407], [2.733294, 0.811886, -0.272918], [1.919744, -0.706799, -0.729353], [2.089995, 0.587379, -1.913759], [0.624124, -1.766127, 0.847427], [-0.923517, -2.386838, 1.439514], [-2.209974, -1.025058, -0.062402], [-0.853029, -1.485003, -1.076446], [-1.351336, 0.992405, -1.221246], [-0.421013, -0.735410, 1.849990], [-1.477612, 2.444630, 0.731036]],
  "atomic_forces_ev_per_a": [[0.05, 0.01, -0.04], [0.13, -0.19, -0.10], [0.04, 0.00, 0.06], [-0.05, -0.04, -0.04], [-0.04, -0.14, -0.04], [-0.25, 0.22, -0.13], [0.21, 0.11, 0.08], [-0.12, -0.03, -0.05], [-0.03, 0.14, 0.02], [-0.04, -0.02, 0.12], [-0.17, 0.03, 0.03], [0.10, 0.10, -0.10], [0.14, 0.03, 0.01], [-0.05, 0.08, 0.11], [0.04, -0.03, 0.09], [0.01, -0.15, -0.06], [0.03, -0.13, 0.06]]
}

---

{
  "formula": "C46H63BN10RuSTe",
  "method": "ωB97M-V/def2-TZVPD",
  "multiplicity": 2,
  "charge": 1,
  "s2": 0.760,
  "homo_ev": [-10.137, -10.153],
  "total_energy_ha": -3124.01063,
  "lumo_energy_ha": [-0.131, -0.136],
  "elements": ["Ru", "C", "C", "C", "C", "C", "C", "C", "C", "C", "N", "N", "B", "N", "N", "C", "C", "C", "C", "C", "C", "C", "C", "C", "N", "N", "C", "C", "C", "C", "C", "C", "C", "C", "C", "H", "H", "H", "H", "H", "H", "H", "H", "H", "H", "H", "H", "H", "H", "H", "H", "H", "H", "H", "H", "H", "H", "H", "H", "H", "H", "H", "H", "H", "H", "H", "H", "H", "H", "H", "H", "H", "H", "H", "H", "H", "H", "H", "H", "H", "H", "N", "C", "S", "N", "N", "C", "C", "C", "C", "C", "C", "N", "H", "H", "H", "H", "H", "H", "H", "Te", "C", "C", "C", "C", "C", "C", "C", "C", "C", "C", "C", "C", "H", "H", "H", "H", "H", "H", "H", "H", "H", "H"],
  "positions_angstrom": [[-0.069940, 0.072449, 0.256589], [-3.498856, -1.963362, -1.127857], [-2.926555, -3.026114, -0.198677], [-3.939323, -3.253235, 0.940262], [-1.568502, -2.867117, 0.468879], [-0.901972, -4.004745, 0.934253], [0.027785, -3.575250, 1.857283], [0.915880, -4.482341, 2.670865], [0.092598, -5.216922, 3.734882], [2.127278, -3.818991, 3.313208], [-0.057288, -2.233430, 1.911320], [-1.024085, -1.780257, 1.035849], [0.133540, -1.245415, 3.116588], [1.436765, -0.429566, 3.050807], [1.651415, 0.383143, 1.961074], [2.738999, 1.111175, 2.236627], [3.211760, 0.772255, 3.506033], [2.367380, -0.181778, 4.011523], [2.550951, -0.701171, 5.434468], [1.344679, -1.250868, 6.189290], [3.761049, -1.635713, 5.548745], [3.418234, 2.231970, 1.474099], [2.631130, 2.912675, 0.363687], [4.790640, 1.777471, 0.967002], [-1.043195, -0.225243, 3.029356], [-0.862153, 0.867484, 2.204918], [-1.822163, 1.758707, 2.521911], [-2.664985, 1.194204, 3.464654], [-2.156781, -0.066604, 3.753454], [-2.807659, -1.032964, 4.715218], [-2.434343, -2.507779, 4.564241], [-2.656561, -0.569096, 6.168988], [-1.822559, 3.238065, 2.206101], [-1.148779, 3.711572, 0.919176], [-1.131140, 3.916160, 3.407877], [-4.410643, -2.360407, -1.578690], [-2.830485, -1.683285, -1.936675], [-3.766117, -1.062650, -0.579227], [-2.849960, -3.956452, -0.761464], [-4.058582, -2.332174, 1.518450], [-3.618185, -4.045527, 1.617498], [-4.912666, -3.526734, 0.526430], [-1.119168, -5.030856, 0.669760], [1.276299, -5.232121, 1.961034], [-0.248300, -4.516159, 4.500242], [0.702091, -5.981797, 4.220314], [-0.783804, -5.700932, 3.302124], [1.818918, -3.213770, 4.162722], [2.680540, -3.168280, 2.631386], [2.817187, -4.583122, 3.676604], [0.090483, -1.871025, 4.119281], [4.057461, 1.213607, 4.013178], [2.837593, 0.208422, 5.966125], [1.057346, -2.251098, 5.864682], [0.483236, -0.593828, 6.079632], [1.591996, -1.312304, 7.251288], [3.583276, -2.601012, 5.077686], [3.985725, -1.813567, 6.603002], [4.643889, -1.190528, 5.087136], [3.597048, 2.984761, 2.244246], [2.788225, 2.409441, -0.587046], [2.967882, 3.943490, 0.239487], [1.565799, 2.929682, 0.570572], [4.674400, 1.048631, 0.161473], [5.378139, 1.312444, 1.760244], [5.355412, 2.628364, 0.578814], [-3.532911, 1.655408, 3.912619], [-3.869627, -0.946483, 4.470764], [-1.516194, -2.738680, 5.102530], [-2.307084, -2.801196, 3.517885], [-3.228251, -3.123022, 4.992420], [-1.607463, -0.548191, 6.460456], [-3.177700, -1.256842, 6.838053], [-3.070363, 0.429083, 6.315982], [-2.867707, 3.552995, 2.198380], [-0.300908, 3.083125, 0.665700], [-0.783612, 4.731284, 1.053950], [-1.830751, 3.718923, 0.072352], [-0.067356, 3.662066, 3.413532], [-1.562431, 3.596480, 4.356846], [-1.226484, 5.001348, 3.333759], [-2.646040, 2.595611, -2.287445], [-1.668579, 1.930929, -1.648870], [-2.147872, 0.855932, -0.370096], [-0.440000, 2.123701, -2.049088], [0.436374, 1.333276, -1.341389], [1.513131, 1.075040, -1.970072], [2.357555, -0.015815, -1.465751], [3.606417, -0.282890, -1.972529], [4.329879, -1.345728, -1.444814], [3.773855, -2.084674, -0.422235], [2.507708, -1.755833, 0.030942], [1.805196, -0.755544, -0.495510], [-3.587609, 2.559304, -1.940818], [-2.394517, 3.322765, -2.935998], [1.735471, 1.604123, -2.890474], [4.002259, 0.340554, -2.764408], [5.319669, -1.576249, -1.816835], [4.296950, -2.923967, 0.016222], [2.020119, -2.304693, 0.820471], [-0.247738, -1.739614, -2.856921], [-1.402511, -3.280699, -3.718642], [-1.895839, -3.116166, -5.007663], [-2.568437, -4.164542, -5.626617], [-2.741190, -5.370580, -4.962514], [-2.252879, -5.528953, -3.670574], [-1.585958, -4.483911, -3.045270], [1.517201, -2.893899, -3.021213], [1.764928, -3.922267, -2.113575], [2.882681, -4.732709, -2.271930], [3.762302, -4.510035, -3.324520], [3.522941, -3.477213, -4.221889], [2.400192, -2.670198, -4.073330], [-1.756679, -2.178677, -5.531322], [-2.951443, -4.038096, -6.631320], [-3.254485, -6.188801, -5.451537], [-2.390366, -6.468192, -3.148522], [-1.204421, -4.611318, -2.039044], [1.089583, -4.088740, -1.279955], [3.064170, -5.541339, -1.573795], [4.630016, -5.145291, -3.448978], [4.202974, -3.305154, -5.046913], [2.208048, -1.875908, -4.785020]],
  "atomic_forces_ev_per_a": [[-0.73, 1.13, 2.30], [-0.05, -0.06, 0.08], [0.06, 0.19, 0.04], [-0.01, -0.03, -0.01], [-0.31, -0.03, -0.05], [0.01, -0.15, -0.18], [0.00, -0.06, 0.03], [-0.02, 0.08, 0.02], [0.00, -0.02, 0.04], [0.01, 0.05, -0.05], [-0.15, 0.19, 0.19], [0.62, -0.38, -0.15], [0.05, -0.02, 0.03], [-0.03, -0.02, -0.01], [0.30, -0.24, -0.24], [-0.10, 0.21, -0.07], [0.17, 0.09, -0.05], [-0.13, -0.13, 0.10], [-0.06, -0.02, -0.13], [0.01, -0.02, 0.00], [0.06, 0.01, 0.00], [-0.07, -0.15, -0.09], [0.07, 0.02, 0.05], [0.04, 0.00, 0.02], [0.04, 0.11, -0.09], [-0.18, -0.28, -0.43], [0.02, 0.14, -0.05], [-0.15, 0.07, -0.01], [0.08, 0.01, 0.16], [0.08, -0.02, 0.00], [-0.01, -0.01, -0.04], [-0.01, -0.01, -0.04], [0.15, -0.04, 0.04], [-0.11, -0.03, 0.06], [-0.04, 0.02, 0.00], [0.02, -0.02, 0.00], [0.00, 0.03, 0.02], [-0.05, -0.13, -0.04], [-0.03, -0.04, -0.02], [0.01, -0.04, -0.01], [-0.01, 0.01, -0.02], [0.04, 0.04, 0.02], [-0.03, 0.08, 0.07], [-0.01, -0.02, -0.05], [0.00, -0.03, -0.03], [-0.02, 0.04, 0.00], [0.03, 0.01, 0.01], [0.02, -0.02, -0.05], [-0.02, -0.04, 0.01], [-0.04, 0.02, 0.02], [-0.01, 0.13, -0.05], [-0.08, -0.01, -0.03], [-0.01, 0.07, 0.03], [0.02, 0.03, 0.04], [-0.03, -0.01, 0.00], [0.01, 0.02, -0.04], [0.01, 0.02, 0.01], [-0.02, 0.00, -0.05], [-0.03, -0.02, 0.01], [0.01, 0.02, 0.07], [0.02, 0.05, 0.02], [0.02, -0.04, 0.02], [0.00, 0.01, 0.00], [0.02, 0.01, 0.03], [-0.02, 0.03, -0.03], [-0.04, -0.04, -0.01], [0.08, -0.01, 0.01], [-0.04, 0.01, -0.05], [0.00, 0.00, -0.01], [-0.01, 0.03, 0.07], [0.03, 0.02, -0.01], [0.04, -0.01, 0.02], [0.00, 0.03, -0.04], [0.02, -0.02, -0.01], [-0.04, 0.00, 0.02], [0.02, -0.02, -0.01], [-0.01, -0.03, -0.02], [0.00, 0.00, 0.03], [-0.03, 0.00, 0.01], [0.01, 0.01, -0.03], [0.02, -0.04, -0.02], [-0.24, 0.12, 0.03], [0.44, 0.21, -0.26], [0.48, -0.49, -0.52], [-0.31, 0.05, 0.64], [-0.28, 0.02, 0.04], [0.79, -0.56, -0.17], [-0.32, 0.82, -0.23], [0.47, -0.14, -0.12], [0.09, 0.24, -0.18], [0.00, -0.04, 0.18], [-0.13, 0.00, -0.09], [-0.47, -0.49, -0.16], [0.00, 0.00, -0.04], [0.01, -0.04, -0.02], [0.00, -0.15, -0.07], [0.02, -0.05, 0.03], [-0.05, -0.01, -0.04], [-0.02, 0.04, 0.01], [-0.01, -0.04, 0.00], [0.10, -0.17, -0.18], [0.02, 0.04, -0.09], [-0.10, -0.11, 0.02], [-0.02, 0.02, 0.04], [0.02, 0.03, 0.03], [-0.01, 0.04, 0.00], [-0.03, -0.05, -0.10], [0.02, 0.02, 0.03], [0.05, -0.01, -0.11], [-0.01, 0.01, -0.05], [-0.06, 0.01, 0.05], [-0.03, 0.04, 0.05], [0.06, -0.10, 0.02], [0.03, -0.03, 0.00], [0.01, 0.00, 0.01], [0.00, 0.02, 0.02], [0.00, 0.02, -0.02], [0.05, 0.00, -0.05], [-0.02, 0.00, -0.04], [0.01, 0.01, -0.01], [-0.01, 0.00, 0.00], [-0.01, -0.01, 0.01], [-0.01, -0.03, 0.01]]
}